Record 1
53
Properties=species:S:1:pos:R:3:mulliken_charge:R:1 method="wB97M-V/def2-TZVPD" homo_lumo_gap_ha="0.2651 / 0.2420" multiplicity=2 lumo_ev="0.5 / -1.3" charge=0
Tl -1.037 0.180 0.397 1.13
S 1.530 1.058 -1.682 1.05
S -1.636 2.207 2.151 -0.42
O 2.774 1.281 -0.980 -0.66
O 0.599 2.193 -1.678 -0.66
O -0.073 -2.184 -2.269 -0.84
O 1.021 1.435 1.251 -0.61
N 0.819 2.739 1.196 0.23
N -1.538 -2.315 0.206 -0.21
N -2.635 -1.169 2.599 -0.05
N 0.283 -1.061 2.080 0.09
N 0.739 -0.315 -1.194 0.10
C 2.535 0.738 -5.563 -0.68
C -0.558 -3.143 0.971 -0.79
C 2.430 1.368 -4.324 -0.53
C -1.698 -1.683 3.587 -0.74
C -0.256 -1.098 3.446 -0.95
C 1.752 3.557 0.619 -0.07
C 1.870 0.586 -3.338 0.20
C 1.459 -1.270 -4.734 -0.61
C 1.403 -0.686 -3.499 -0.06
C 2.062 -0.537 -5.736 -0.47
C 0.636 -2.320 1.420 -0.97
C -3.325 -2.261 1.933 -0.91
C -2.998 -2.446 0.472 -0.74
C 0.616 -1.182 -2.279 0.40
C -0.573 4.630 1.497 -0.74
C 1.585 4.928 0.539 -0.91
C 0.363 5.462 0.932 -0.19
C -0.407 3.254 1.592 0.61
H -2.028 -1.523 4.619 0.45
H -0.323 -0.058 3.792 0.38
H 2.910 1.257 -6.408 0.43
H -4.395 -2.099 1.938 0.42
H -3.319 -0.558 3.006 0.31
H -1.547 5.033 1.830 0.33
H 1.087 -2.251 -4.917 0.50
H 0.396 -1.653 4.095 0.40
H 0.174 6.521 0.924 0.41
H -1.302 -2.464 -0.766 0.32
H 1.082 -0.425 2.005 0.27
H -3.489 -1.660 -0.141 0.41
H -0.242 -3.981 0.380 0.62
H -1.630 -2.731 3.433 0.23
H 2.373 5.531 0.090 0.38
H 1.302 -2.984 2.005 0.47
H 2.083 -0.937 -6.730 0.38
H -3.349 -3.466 0.227 0.40
H -1.048 -3.590 1.829 0.28
H 1.228 -2.049 0.557 0.27
H 2.803 2.349 -4.064 0.46
H -3.129 -3.220 2.408 0.33
H 2.620 3.008 0.278 0.56

Record 2
10
Properties=species:S:1:pos:R:3:mulliken_charge:R:1 method="wB97M-V/def2-TZVPD" homo_lumo_gap_ha=0.3310 multiplicity=1 lumo_ev=-4.8 charge=+1
S 2.366 -0.227 0.068 -0.37
O -2.939 -0.330 -0.108 -0.39
N -0.803 -0.963 0.314 -0.05
C -1.684 -0.246 -0.326 0.38
H 3.078 0.004 -0.908 0.15
H -1.001 -1.642 0.992 0.26
H 3.499 -0.390 0.732 0.20
H -3.270 -0.537 0.768 0.38
H 0.159 -0.697 0.250 0.07
H -1.581 0.449 -1.134 0.38

Record 3
17
Properties=species:S:1:pos:R:3:mulliken_charge:R:1 method="wB97M-V/def2-TZVPD" homo_lumo_gap_ha=0.3769 smiles="C1=CC1CC1=CC1.[H][H]" multiplicity=1 lumo_ev=1.3 charge=0
C -0.428 -1.182 1.550 -0.48
C -0.986 -0.380 -0.878 -0.32
C -0.735 -1.507 0.122 -0.33
C -0.356 0.881 -0.424 0.08
C 0.475 1.858 -0.579 -0.40
C 0.568 -1.629 0.859 -0.37
C -0.445 1.983 0.598 -0.68
H -1.292 2.676 0.544 0.22
H -2.069 -0.216 -0.978 0.31
H -0.609 -0.647 -1.874 0.24
H 1.596 -1.955 0.863 0.40
H 2.276 -0.470 -1.199 -0.24
H -1.291 -2.427 -0.100 0.40
H 1.209 2.354 -1.195 0.39
H -0.065 1.840 1.616 0.19
H -0.815 -0.860 2.502 0.39
H 2.967 -0.319 -1.429 0.22

Record 4
24
Properties=species:S:1:pos:R:3:mulliken_charge:R:1 method="wB97M-V/def2-TZVPD" homo_lumo_gap_ha=0.2975 smiles="C/C(N)=[NH+]/c1cccc2ccsc12" multiplicity=1 lumo_ev=-3.7 charge=+1
S 1.278 -1.559 -2.383 -0.20
N -0.385 0.743 -0.683 -0.11
N -2.052 1.363 0.981 -0.37
C 2.776 -2.985 -0.871 -0.69
C 2.509 -2.741 -2.160 -0.21
C 2.213 -1.897 1.440 -0.43
C -2.298 2.107 -1.369 -1.27
C 0.746 0.081 1.468 -0.50
C 1.618 -0.832 2.113 -0.75
C -1.535 1.320 -0.316 0.81
C 1.312 -1.186 -0.674 0.30
C 2.102 -2.107 0.029 0.01
C 0.532 -0.043 0.129 0.31
H -1.827 3.184 -1.143 0.34
H 1.771 -0.879 3.194 0.36
H -2.954 1.753 1.142 0.24
H 0.402 0.927 1.977 0.73
H -1.706 0.607 1.501 0.27
H -0.083 0.791 -1.700 0.28
H 2.686 -2.541 2.143 0.38
H 3.419 -3.876 -0.667 0.34
H 2.925 -3.199 -3.078 0.41
H -2.295 1.812 -2.364 0.40
H -3.346 2.382 -1.030 0.35

Record 5
20
Properties=species:S:1:pos:R:3:mulliken_charge:R:1 method="wB97M-V/def2-TZVPD" homo_lumo_gap_ha=0.3248 smiles="OC1=CC=CCC1.FC(F)Br" multiplicity=1 lumo_ev=0.8 charge=0
Br -6.592 -0.450 0.146 -0.19
F -4.383 1.032 0.521 -0.17
F -4.292 0.138 -1.379 -0.17
O -1.559 0.619 1.219 -0.50
C 1.545 1.379 -0.638 -0.40
C -4.651 -0.058 -0.150 0.35
C -0.016 -0.890 -0.044 -0.66
C 1.521 -0.973 0.031 -0.78
C -0.391 0.466 0.465 0.62
C 2.164 0.208 -0.645 -0.43
C 0.323 1.544 0.166 -0.38
H -1.607 1.569 1.474 0.29
H -4.222 -0.991 0.356 0.18
H 0.015 2.544 0.408 0.30
H 2.022 2.201 -1.204 0.32
H 3.109 0.180 -1.193 0.35
H 1.738 -1.847 -0.504 0.36
H -0.161 -1.060 -1.094 0.30
H 1.820 -1.035 1.071 0.31
H -0.607 -1.455 0.684 0.29

Record 6
18
Properties=species:S:1:pos:R:3:mulliken_charge:R:1 method="wB97M-V/def2-TZVPD" homo_lumo_gap_ha=0.3863 smiles=O.O.O.O.O.O multiplicity=1 lumo_ev=0.2 charge=0
O 10.683 6.675 -2.273 -0.65
O 7.636 5.189 -1.873 -0.63
O -3.030 -0.499 4.787 -0.68
O 0.092 -13.844 -5.756 -0.66
O -2.918 -0.240 7.510 -0.69
O -12.681 2.961 -3.381 -0.64
H -3.978 -0.596 4.761 0.27
H -2.235 0.138 8.158 0.34
H -3.854 -0.612 7.945 0.34
H -12.369 2.792 -2.463 0.32
H -0.105 -13.944 -4.766 0.33
H -2.704 -0.512 5.860 0.42
H 11.621 7.054 -2.560 0.33
H 8.230 5.775 -2.315 0.32
H 7.218 4.681 -2.539 0.31
H -12.189 3.826 -3.491 0.32
H 10.830 5.986 -1.618 0.33
H -0.249 -14.830 -5.986 0.33

Record 7
31
Properties=species:S:1:pos:R:3:mulliken_charge:R:1 method="wB97M-V/def2-TZVPD" homo_lumo_gap_ha="0.3058 / 0.1954" multiplicity=8 lumo_ev="-15.7 / -18.6" charge=+4
Tm -2.793 -1.235 -2.653 1.12
Ru -0.652 -0.502 -1.542 0.54
Cl -0.967 -2.804 -1.739 -0.07
Cl -4.238 0.645 -2.790 -0.24
O 0.247 -0.872 0.341 -0.64
O -4.185 -4.802 -2.867 0.00
O 0.782 0.239 -4.079 -0.02
O -5.256 -3.274 -5.211 0.05
N 0.541 1.379 0.630 0.34
N 1.659 -0.179 1.963 0.15
C -3.931 -3.664 -2.930 0.15
C 2.353 2.122 2.026 -0.85
C 1.803 -1.553 2.382 -0.76
C 2.238 0.836 2.811 -0.33
C 1.058 2.509 1.374 -0.46
C 0.167 -0.059 -3.124 0.30
C 0.815 0.103 0.962 0.82
C -4.473 -2.708 -4.567 0.16
C -0.492 1.652 -0.352 -1.19
H -0.085 2.000 -1.314 0.26
H 2.773 -1.663 2.887 0.35
H 3.217 0.452 3.122 0.40
H 1.005 -1.856 3.077 0.39
H 3.136 2.017 1.266 0.36
H 2.671 2.904 2.719 0.39
H 1.778 -2.201 1.500 0.36
H 1.638 0.994 3.730 0.31
H 1.207 3.338 0.683 0.44
H -1.283 0.832 -0.472 0.79
H 0.328 2.853 2.120 0.39
H -1.061 2.502 0.044 0.50

Record 8
20
Properties=species:S:1:pos:R:3:mulliken_charge:R:1 method="wB97M-V/def2-TZVPD" homo_lumo_gap_ha=0.4015 smiles=CC(C)O.CC multiplicity=1 lumo_ev=1.0 charge=0
O -2.333 -0.711 -0.703 -0.58
C -1.676 1.356 0.545 -1.43
C 2.215 -0.034 -0.025 -0.50
C 3.467 0.259 -0.835 -1.10
C -0.727 -0.957 0.993 -0.58
C -1.286 0.028 -0.075 0.56
H -2.460 1.312 1.221 0.44
H 2.192 0.767 0.756 0.25
H -3.203 -0.452 -0.393 0.31
H -1.935 1.984 -0.377 0.35
H 1.379 0.139 -0.723 0.09
H -0.590 0.190 -0.880 0.14
H -0.956 -0.788 2.131 0.26
H -0.861 1.785 1.114 0.34
H 2.353 -1.007 0.447 0.29
H -1.073 -2.007 0.773 0.34
H 3.400 0.970 -1.603 0.36
H 4.169 0.623 -0.049 0.27
H 3.840 -0.686 -1.252 0.28
H 0.448 -1.054 0.840 -0.11

Record 9
8
Properties=species:S:1:pos:R:3:mulliken_charge:R:1 method="wB97M-V/def2-TZVPD" homo_lumo_gap_ha=0.3195 multiplicity=1 lumo_ev=-0.7 charge=0
I -1.093 -0.211 2.314 -0.08
Si -0.316 0.423 -0.791 0.50
C 0.693 -0.457 0.564 -0.80
H -1.567 -0.277 -1.210 -0.09
H 1.643 0.036 0.910 0.34
H 0.711 -1.510 0.483 0.36
H 0.730 0.407 -1.923 -0.11
H -0.801 1.590 -0.348 -0.13

Record 10
21
Properties=species:S:1:pos:R:3:mulliken_charge:R:1 method="wB97M-V/def2-TZVPD" homo_lumo_gap_ha=0.1201 multiplicity=1 lumo_ev=-8.8 charge=+1
O -1.245 0.532 -0.261 -0.28
N 1.301 -1.513 -1.473 -0.56
N -5.005 0.042 -0.713 -0.62
C 2.583 -0.421 0.425 -0.78
C 2.090 -0.330 -1.039 -0.35
C -0.629 1.298 0.426 -0.11
C 1.374 -0.107 1.340 -0.10
C 0.729 1.157 0.961 -0.09
H -1.157 2.212 0.760 0.40
H -5.783 -0.564 -0.893 0.22
H 1.020 2.080 1.487 0.37
H 0.310 -1.296 -1.447 0.31
H 1.463 -2.208 -0.748 0.28
H 3.428 0.287 0.504 0.34
H 1.379 0.541 -1.032 0.18
H 3.016 -1.377 0.751 0.36
H 0.621 -0.857 1.029 0.25
H 1.513 -0.246 2.419 0.42
H 2.895 -0.211 -1.765 0.34
H -4.676 -0.012 0.231 0.20
H -5.228 0.993 -0.960 0.21

Record 11
8
Properties=species:S:1:pos:R:3:mulliken_charge:R:1 method="wB97M-V/def2-TZVPD" homo_lumo_gap_ha=0.2340 smiles="O=C=CC(=O)S[O-]" multiplicity=1 lumo_ev=3.6 charge=-1
S -0.819 -1.963 0.509 0.01
O 0.498 -2.628 0.105 -0.67
O 0.806 2.782 -0.629 -0.47
O -1.858 0.388 0.635 -0.67
C 0.415 0.391 -0.185 -0.82
C 0.636 1.636 -0.415 0.76
C -0.843 -0.230 0.334 0.48
H 1.165 -0.376 -0.355 0.38

Record 12
60
Properties=species:S:1:pos:R:3:mulliken_charge:R:1 method="wB97M-V/def2-TZVPD" homo_lumo_gap_ha=0.2609 multiplicity=1 lumo_ev=2.8 charge=-1
S -3.025 -4.161 0.546 1.24
P -0.359 0.623 0.735 1.92
Si 2.888 0.912 -2.601 0.79
F 1.179 2.461 3.315 -0.33
O -3.993 -5.159 1.129 -0.69
O -3.676 -3.688 -0.915 -0.48
O 1.638 1.999 -2.122 -0.47
O -1.718 -4.889 0.376 -0.63
N -1.764 0.807 -0.363 -0.46
C -1.043 -1.153 1.121 -1.38
C 1.913 1.526 2.537 -0.54
C -1.351 -0.974 -2.248 -0.41
C -2.921 -2.781 1.764 -0.90
C -2.571 0.322 4.164 -0.99
C -2.613 -1.337 1.071 -0.06
C 0.314 2.314 0.060 -1.14
C 1.704 2.239 -0.699 0.08
C 1.154 0.335 1.860 -0.64
C -1.388 0.732 3.520 -0.13
C 2.818 0.626 -4.499 -1.07
C -1.430 1.452 2.105 -1.01
C 2.813 -0.801 -1.756 -0.74
C -1.591 0.520 -1.782 -0.48
C 4.613 1.675 -2.185 -1.08
H -2.987 -3.934 -1.571 0.34
H 3.381 -1.612 -2.317 0.41
H -2.235 -3.004 2.625 0.41
H 2.192 3.268 -0.568 0.15
H -3.076 -1.416 0.053 0.41
H -2.598 -0.601 4.798 0.28
H 5.271 1.468 -3.080 0.29
H 1.003 -0.424 2.699 0.71
H 1.755 -1.168 -1.561 0.09
H -3.500 0.932 3.956 0.28
H 1.791 0.278 -4.810 0.27
H 4.550 2.773 -1.943 0.27
H 5.010 1.113 -1.284 0.28
H -1.877 -1.101 -3.255 0.40
H -0.611 -1.867 0.339 0.26
H 0.410 3.111 0.874 0.46
H -1.745 -1.782 -1.580 -0.26
H -0.814 1.162 -2.331 0.06
H -3.964 -2.682 2.211 0.34
H -2.574 0.833 -2.286 0.50
H -2.260 1.693 -0.295 0.28
H 2.450 1.508 -0.252 -0.12
H 3.581 -0.178 -4.722 0.30
H -0.250 -1.101 -2.477 -0.01
H 2.604 2.131 1.864 0.22
H 0.388 0.007 -0.363 -1.29
H -1.158 2.537 2.313 0.41
H -2.543 1.491 1.861 0.56
H 3.262 -0.665 -0.715 0.19
H 1.944 -0.181 1.211 0.15
H -0.393 2.805 -0.690 0.40
H 2.646 1.047 3.277 0.32
H -3.221 -0.611 1.671 0.18
H -0.437 0.550 4.102 0.31
H 3.130 1.589 -5.006 0.25
H -0.714 -1.573 2.117 0.54